Here is a single C4H8O3 molecule in a non-equilibrium geometry from the Open Molecules 2025 dataset. Energies are from wB97M-V/def2-TZVPD.

Cartesian coordinates (Å):
O -1.68 0.14 0.16
O 0.09 -1.16 -0.53
O 0.27 1.13 -0.67
C -0.70 1.22 0.29
C 1.90 -0.08 0.71
C -1.03 -1.10 0.26
C 1.00 -0.11 -0.54
H 2.45 -0.95 0.72
H -0.84 -1.35 1.29
H -1.69 -1.87 -0.21
H -0.46 1.08 1.35
H 1.35 -0.14 1.58
H 2.59 0.79 0.75
H 1.45 -0.23 -1.61
H -1.29 2.19 0.16

- spin multiplicity = 1
- E_LUMO (eV) = 0.9248
- largest force on an atom (eV/A) = 3.10
- orbital gap (eV) = 10.9
- highest occupied orbital energy (eV) = -10.0
- total energy (hartree) = -382.87585

Löwdin atomic charge list, values in e, 2 entries: atom 1 (O): -0.082, atom 2 (O): -0.049

---

Here is 2 unconnected molecules or ions with the total composition C4H14N2O in a non-equilibrium geometry from the Open Molecules 2025 dataset. Energies are from wB97M-V/def2-TZVPD.

Cartesian coordinates (Å):
O 2.84 0.72 -0.66
N 0.87 -0.35 1.90
N -2.47 1.13 -0.10
C 0.30 -1.06 -0.27
C -0.07 -1.12 1.16
C -1.80 0.36 -1.29
C -0.15 0.12 -1.01
H 0.06 -2.19 1.36
H -0.11 1.06 -0.44
H 2.37 0.16 0.01
H -1.93 1.12 -2.04
H 1.42 -1.16 -0.18
H 0.95 0.63 1.65
H -1.78 1.22 0.76
H 0.32 0.18 -2.00
H 3.67 0.92 -0.28
H -1.27 -0.73 1.35
H -3.24 0.65 0.28
H -0.11 -2.01 -0.75
H -2.19 -0.63 -1.48
H 0.73 -0.23 2.86

- spin multiplicity = 2
- E_LUMO (alpha / beta) (eV) = -3.3812 / -9.1082
- net charge = +1
- expectation value of S² = 0.76
- largest force on an atom (eV/A) = 5.66
- orbital gap (alpha / beta) (eV) = 10.9 / 4.5
- highest occupied orbital energy (alpha / beta) (eV) = -14.2 / -13.6
- total energy (hartree) = -345.13080

Löwdin atomic charge list, values in e, 2 entries: atom 1 (O): -0.044, atom 2 (N): 0.051

---

Here is a molecular structure, C19H28NPTeZr in a non-equilibrium geometry from the Open Molecules 2025 dataset. Energies are from wB97M-V/def2-TZVPD.

Cartesian coordinates (Å):
Te 1.68 1.97 0.89
Zr -0.05 -0.12 0.47
P 0.19 -1.71 -1.62
N -2.00 0.08 1.78
C -3.18 1.99 -2.83
C -1.35 0.88 -1.01
C 4.89 -0.57 2.64
C -0.32 -0.49 -2.89
C 5.95 -0.34 1.75
C -2.23 1.07 -3.27
C -2.42 1.49 2.03
C 5.84 0.63 0.75
C -3.14 -0.71 1.23
C -1.32 0.51 -2.37
C -3.19 2.38 -1.50
C -2.28 1.85 -0.58
C 1.41 -2.77 -2.40
C -1.27 -2.78 -1.48
C 4.66 1.37 0.61
C 3.70 0.16 2.51
C 3.58 1.08 1.46
C -1.53 -0.56 3.03
C -2.27 2.43 0.82
H -1.83 1.87 2.88
H -0.77 0.09 3.52
H -3.48 1.45 2.36
H 4.98 -1.31 3.42
H 1.53 0.58 -0.31
H -1.35 3.02 0.97
H 6.67 0.82 0.07
H -1.08 -1.54 2.81
H 1.32 -0.93 -0.53
H -2.21 -2.21 -1.39
H -2.81 -1.74 1.03
H 1.76 -3.50 -1.67
H -1.33 -3.41 -2.38
H -1.16 -3.43 -0.60
H 2.26 -2.16 -2.74
H -2.19 0.76 -4.32
H 6.86 -0.93 1.83
H -2.38 -0.69 3.73
H -3.50 -0.25 0.31
H -0.73 -1.09 -3.72
H 0.62 -0.02 -3.25
H -3.91 3.13 -1.14
H 4.54 2.13 -0.16
H 0.95 -3.29 -3.25
H -3.11 3.14 0.90
H 2.85 0.00 3.18
H -3.91 2.40 -3.53
H -3.94 -0.72 1.98

- spin multiplicity = 1
- E_LUMO (eV) = -7.6630
- net charge = +2
- largest force on an atom (eV/A) = 2.61
- orbital gap (eV) = 6.4
- highest occupied orbital energy (eV) = -14.0
- total energy (hartree) = -1451.28825

Löwdin atomic charge list, values in e, 2 entries: atom 1 (Te): 1.150, atom 2 (Zr): 1.063

---

We obtain relative energy (zero: lowest compared OMol25 entry of this formula, charge and spin) values of 55.8, 71.1, 0.0 kcal per mole for the records listed above, in that order.